No. 1
{"formula": "C7H14N", "method": "ωB97M-V/def2-TZVPD", "symbols": ["C", "C", "C", "C", "C", "C", "C", "N", "H", "H", "H", "H", "H", "H", "H", "H", "H", "H", "H", "H", "H", "H"], "positions_angstrom": [[2.3647, -1.7706, -2.2213], [1.6519, -1.3414, -1.1843], [1.5608, 0.0904, -0.7396], [0.5184, 0.3013, 0.3321], [0.8159, 0.0002, 1.5967], [-0.7480, 0.9761, -0.1701], [-1.7560, 1.2959, 0.9012], [-2.6560, 0.1048, 1.0835], [2.3794, -2.8178, -2.4690], [2.7098, -1.0212, -2.9270], [1.1549, -2.0613, -0.5409], [1.4741, 0.8195, -1.5571], [2.5252, 0.4548, -0.3588], [0.0383, 0.0275, 2.3483], [1.8044, -0.3116, 1.8048], [-1.1623, 0.3220, -0.9409], [-0.3999, 1.8026, -0.7863], [-1.2697, 1.4836, 1.8543], [-2.3563, 2.1787, 0.6885], [-3.4191, 0.3044, 1.7328], [-3.1568, -0.1362, 0.2363], [-2.0738, -0.7017, 1.3167]], "forces_ev_per_a": [[-1.188, 0.686, -0.024], [0.421, -0.325, -0.126], [0.537, 0.927, -0.005], [0.475, 0.543, -0.032], [-1.512, 0.283, -1.108], [0.832, -0.976, -0.197], [0.089, 0.681, -0.291], [-0.354, 0.380, -0.107], [0.268, -0.103, -0.125], [0.534, -0.323, -0.001], [0.119, -0.025, 0.094], [-0.595, -0.435, -0.242], [-0.008, -0.569, 0.392], [0.389, 0.125, 0.493], [0.651, -0.510, 0.594], [-0.378, -0.141, -0.062], [-0.300, 0.575, 0.433], [-0.034, -0.098, 0.081], [-0.239, -0.229, -0.172], [0.406, -0.340, 0.601], [0.140, 0.003, -0.653], [-0.255, -0.129, 0.457]], "mulliken_charge": [-0.7782, -0.0631, -1.0142, 0.7108, -1.2202, -0.3949, -0.9920, -0.2711, 0.2870, 0.2671, 0.2773, 0.4080, 0.4500, 0.2394, 0.3669, 0.3718, 0.4179, 0.4980, 0.3684, 0.3490, 0.3506, 0.3715], "e_tot_ev": -8967.933, "smiles": "C=CCC(=C)CC[NH3+]", "total_charge": 1, "e_above_lowest_ev": 1.145, "homo_lumo_gap_ev": 8.67}


No. 2
{"formula": "C7H14N", "method": "ωB97M-V/def2-TZVPD", "symbols": ["C", "C", "C", "C", "C", "C", "C", "N", "H", "H", "H", "H", "H", "H", "H", "H", "H", "H", "H", "H", "H", "H"], "positions_angstrom": [[0.9988, -0.0225, 2.5840], [-0.9988, -2.0407, 0.6893], [1.1839, -0.9164, 1.5504], [0.0862, -1.3392, 0.8957], [-0.8735, -0.2378, -1.7229], [1.2560, 0.6400, -0.8850], [-0.9408, 1.2875, 0.0894], [-0.1491, 0.3032, -0.6149], [1.7508, 0.4215, 3.1697], [0.0330, 0.4799, 2.6402], [-1.7997, -1.9111, -0.0216], [-1.2895, -3.0143, 1.1550], [2.1991, -1.1995, 1.2082], [-1.9636, -0.3300, -1.5218], [-0.8421, 0.5146, -2.6782], [-0.4435, -1.2230, -2.0251], [1.3984, 1.4984, -1.5919], [1.7556, 0.7864, 0.2022], [1.7320, -0.1394, -1.3885], [-1.4069, 1.9385, -0.6399], [-1.8666, 0.6430, 0.4259], [-0.3813, 2.0196, 0.8899]], "forces_ev_per_a": [[-0.930, -0.505, -2.323], [0.210, -1.130, 0.455], [2.720, 1.486, 2.732], [-3.900, -0.443, -2.717], [-0.493, 0.622, -3.154], [0.098, 2.018, 2.319], [-1.298, 0.501, 1.657], [1.428, -0.876, 1.297], [1.162, 0.112, 0.573], [-0.085, -0.664, 0.535], [0.288, 0.907, -0.512], [1.063, 0.881, 0.438], [-0.738, -0.135, 0.504], [0.816, -0.089, 0.124], [0.125, -1.700, 2.172], [-0.388, 0.839, 0.110], [-0.401, -0.175, 1.060], [-0.903, 0.177, -2.980], [0.671, -1.694, -0.538], [0.148, 0.598, -0.245], [1.752, 1.681, 0.357], [-1.341, -2.413, -1.863]], "mulliken_charge": [-0.4660, -0.7406, -0.6344, 0.8797, -1.1872, -0.9627, -0.9382, 0.3042, 0.3358, 0.3130, 0.2174, 0.2998, 0.4147, 0.4278, 0.3024, 0.3980, 0.3410, 0.3092, 0.3904, 0.4056, 0.2960, 0.2938], "e_tot_ev": -8964.695, "total_charge": 1, "e_above_lowest_ev": 4.383, "homo_lumo_gap_ev": [8.21, 8.21]}


No. 3
{"formula": "C7H14N2", "method": "ωB97M-V/def2-TZVPD", "symbols": ["C", "C", "C", "H", "H", "H", "H", "H", "H", "H", "H", "C", "C", "C", "C", "N", "N", "H", "H", "H", "H", "H", "H"], "positions_angstrom": [[0.0342, 3.7241, 0.6243], [-0.9520, 2.6387, 0.0391], [1.4759, 3.1073, 1.0108], [0.0377, 4.7271, 0.1211], [-0.3747, 3.9421, 1.6054], [-1.8095, 2.8080, 0.6036], [1.3959, 2.4434, 1.8790], [1.8927, 2.7169, 0.1674], [2.1772, 3.8423, 1.3949], [-1.1703, 2.8860, -1.0184], [-0.4169, 1.5780, 0.1731], [-1.7706, -0.8612, -1.3423], [1.4047, -2.0861, -0.2343], [-0.6460, -1.5496, -0.6232], [-0.6661, -2.5822, 0.3843], [0.6613, -1.2228, -0.9857], [0.6287, -2.8801, 0.7358], [2.4569, -2.2799, -0.1963], [1.0397, -3.3944, 1.5012], [-1.4017, -3.1007, 1.0649], [-1.4308, -0.5486, -2.4027], [-2.0384, 0.1302, -0.9461], [-2.6688, -1.3769, -1.3497]], "forces_ev_per_a": [[0.991, -0.690, 1.181], [3.634, -0.362, -0.861], [-2.288, 2.307, 1.578], [0.308, -1.120, -0.055], [-0.202, 0.358, 0.285], [-1.799, -0.632, 0.769], [-0.293, -0.462, -0.691], [1.235, -1.710, -2.058], [-0.018, 0.655, -0.132], [0.174, -0.642, 0.432], [-1.689, 2.200, -0.451], [2.070, 2.186, -1.144], [0.227, -0.476, 1.520], [1.042, -0.870, 0.746], [-2.084, 0.441, 0.480], [-1.369, -2.042, 1.473], [1.991, 1.477, -2.636], [0.422, 0.508, -0.462], [-0.553, 0.263, -0.195], [0.131, 1.157, -1.384], [-0.536, -1.010, 1.411], [0.260, -0.130, 0.485], [-1.653, -1.407, -0.290]], "mulliken_charge": [-0.1729, -0.9402, -1.7261, 0.5322, 0.1763, 0.2416, 0.3626, 0.3801, 0.5557, 0.1885, 0.0994, -0.8870, -0.5886, 0.5978, -0.6193, -0.6558, -0.0970, 0.4645, 0.1766, 0.3122, 0.2441, -0.0067, 0.3621], "e_tot_ev": -10462.582, "multiplicity": 2, "s_squared": 0.761, "total_charge": -1, "e_above_lowest_ev": 2.539, "homo_lumo_gap_ev": [2.22, 6.82]}


No. 4
{"formula": "C7H14N2", "method": "ωB97M-V/def2-TZVPD", "symbols": ["C", "C", "C", "C", "C", "N", "C", "C", "N", "H", "H", "H", "H", "H", "H", "H", "H", "H", "H", "H", "H", "H", "H"], "positions_angstrom": [[-0.6891, 0.6923, -0.1115], [-0.3680, 0.9799, 1.3180], [-2.0526, 0.1111, -0.3639], [-0.3100, 1.7327, -1.1202], [0.1659, -1.8605, -0.0082], [2.7623, 0.4384, -0.2365], [1.4164, -1.4082, -0.2661], [-0.6037, -2.6510, 0.7029], [1.5845, -0.1321, -0.6086], [3.4735, -0.1508, 0.1893], [3.1131, 1.0963, -0.9172], [2.2915, -2.0743, -0.2706], [-0.4871, 0.0893, 1.9369], [0.6437, 1.3683, 1.4393], [-1.0702, 1.7380, 1.7022], [-2.3164, -0.6696, 0.3448], [-2.7926, 0.9232, -0.2525], [-2.1528, -0.2777, -1.3776], [-0.2123, 1.2984, -2.1165], [-1.1071, 2.4917, -1.1704], [0.6223, 2.2343, -0.8679], [-0.2821, -3.0999, 1.6437], [-1.6293, -2.8697, 0.4106]], "forces_ev_per_a": [[-0.320, 0.114, -0.017], [-0.050, 0.019, -0.025], [-0.007, 0.145, 0.043], [-0.105, 0.026, 0.023], [-0.100, -0.441, 0.157], [0.009, -0.187, -0.099], [0.329, 0.248, -0.123], [-0.127, 0.071, -0.019], [0.335, 0.070, 0.209], [-0.090, -0.022, -0.109], [-0.047, -0.038, 0.050], [-0.119, 0.043, 0.007], [0.000, -0.005, 0.002], [-0.003, -0.002, -0.014], [0.055, -0.039, -0.009], [0.021, -0.002, 0.015], [0.031, -0.071, -0.021], [0.016, -0.004, -0.004], [-0.004, -0.002, 0.014], [0.059, -0.033, 0.002], [0.002, -0.010, 0.017], [0.002, 0.187, -0.014], [0.114, -0.067, -0.086]], "mulliken_charge": [1.2210, -1.3387, -1.5463, -1.4913, 0.1199, -0.5963, -0.3267, -0.8184, 0.1910, 0.2210, 0.2172, 0.3824, 0.2787, 0.3457, 0.4154, 0.3124, 0.4580, 0.3368, 0.3348, 0.4191, 0.3344, 0.2352, 0.2948], "e_tot_ev": -10460.569, "e_above_lowest_ev": 5.798, "homo_lumo_gap_ev": [7.95, 6.91]}


No. 5
{"formula": "C7H14N2", "method": "ωB97M-V/def2-TZVPD", "symbols": ["C", "C", "C", "N", "C", "N", "H", "H", "H", "H", "H", "H", "C", "C", "C", "H", "H", "H", "H", "H", "H", "H", "H"], "positions_angstrom": [[-1.9003, 1.6373, 1.5951], [-1.2586, 1.6025, 0.2400], [-0.3134, 0.6730, -0.2052], [-0.1742, 0.9648, -1.5300], [-0.8172, 2.1263, -1.8077], [-1.5306, 2.4819, -0.7632], [-1.9889, 0.6968, 2.1365], [-2.9719, 1.8869, 1.4988], [-1.3372, 2.3674, 2.1803], [0.1584, -0.0985, 0.3597], [0.4202, 0.4042, -2.1199], [-0.7253, 2.6829, -2.7262], [2.3038, -1.4803, 0.5391], [1.3194, -2.5346, 1.0483], [1.3802, -3.8647, 0.2785], [1.8731, -0.5429, 0.2254], [3.0949, -2.0258, 0.0129], [2.7645, -1.0776, 1.4639], [1.4127, -2.8594, 2.1009], [0.2864, -2.1287, 1.0308], [0.8645, -3.7296, -0.6734], [2.4333, -4.0862, 0.0929], [0.8900, -4.7324, 0.7286]], "forces_ev_per_a": [[-0.638, 0.511, -0.290], [0.956, -1.629, -0.138], [-2.398, 1.372, 0.611], [1.809, -0.393, -0.352], [-0.568, -0.595, 0.715], [-0.172, 0.781, 0.031], [0.800, -0.259, -0.224], [0.567, 0.609, -0.033], [-0.531, 0.014, 0.374], [-0.061, -0.400, -0.337], [0.015, 0.428, -0.257], [-0.139, -0.280, -0.108], [0.752, -0.568, 2.819], [-1.689, -0.891, 0.587], [-0.269, 0.591, -0.741], [0.077, -0.328, -1.389], [-0.171, 0.964, -0.571], [0.382, -0.331, -0.321], [0.585, 0.791, -0.193], [0.359, -0.293, -0.173], [0.287, -0.109, -0.315], [-0.111, -0.301, -0.081], [0.158, 0.318, 0.386]], "mulliken_charge": [-1.0574, 0.4002, -0.1061, -0.0223, -0.2360, -0.6694, 0.3347, 0.2965, 0.2552, 0.0943, 0.1983, 0.4114, -0.7975, -0.0266, -1.2160, 0.1792, 0.3113, 0.2479, 0.2680, 0.1994, 0.2803, 0.3076, 0.3470], "e_tot_ev": -10465.377, "smiles": "Cc1c[nH]cn1.CCC", "e_above_lowest_ev": 0.990, "homo_lumo_gap_ev": 9.26}